(1)
C4H6N3 | ωB97M-V with the def2-TZVPD basis set

Last column: Mulliken charge in e.
Cartesian coordinates (Å):
C: 0.75646 0.29137 -2.25621  -0.6604
N: -0.45862 -0.28875 -1.59622  -0.1883
C: -0.42924 -0.58569 -0.30746  0.3864
N: -0.08588 -1.07561 0.75293  0.2012
N: 0.30317 -0.69064 1.93104  -0.3948
C: 0.02584 0.66063 2.27440  -0.2795
C: -0.62722 -0.22612 2.97569  -0.1189
H: 0.79333 -0.22634 -3.20820  0.2976
H: 1.55377 0.13355 -1.44831  0.2764
H: 0.43807 1.37270 -2.37443  0.3076
H: -1.24979 -0.43568 -2.23554  0.3041
H: 0.24025 1.61379 1.88006  0.3996
H: -1.26014 -0.54322 3.61225  0.4689

Atoms 1-2, force components in eV/Å:
C -0.9337 0.8924 1.9257
N 0.0404 -0.7973 1.9911

As for the net charge: +1. As for the SMILES: C[NH+]=C=NN1C=C1. The LUMO energy (alpha / beta) is -4.28 / -4.28 eV. The value obtained for the energy relative to the best compared isomer or geometry (same formula, charge and spin) is 156.2 kcal per mole. For the HOMO-LUMO gap (alpha / beta), the calculation gives 9.28 / 9.28 eV. The value obtained for the highest occupied orbital energy (alpha / beta) is -13.56 / -13.56 eV.

---

(2)
C7H11NO2 | ωB97M-V with the def2-TZVPD basis set

Last column: Mulliken charge in e.
Cartesian coordinates (Å):
C: 2.47059 -0.63940 -0.74012  -0.9986
N: 1.35115 0.21689 -0.39416  -0.2582
C: 0.61511 -0.18542 0.76800  -0.0347
C: -0.29602 0.89382 1.31250  -0.8902
C: -1.22879 1.45728 0.23136  -0.5964
C: -2.13361 0.40718 -0.36270  0.5127
O: -3.32581 0.53041 -0.44788  -0.5610
C: -1.42104 -0.83202 -0.88754  -0.6385
C: -0.60232 -1.46350 0.17946  0.3038
O: -0.65741 -2.54693 0.65881  -0.5340
H: 2.80498 -0.38523 -1.74543  0.3286
H: 3.32633 -0.54621 -0.05461  0.3224
H: 2.15322 -1.68050 -0.73671  0.3459
H: 1.67293 1.17731 -0.29572  0.2249
H: 1.19570 -0.69310 1.54263  0.3696
H: 0.29700 1.71770 1.72059  0.3498
H: -0.88485 0.47865 2.13496  0.3488
H: -0.62142 1.86929 -0.57651  0.3676
H: -1.84784 2.25569 0.64916  0.3461
H: -2.15136 -1.53015 -1.30172  0.3688
H: -0.71654 -0.50177 -1.65438  0.3224

Atoms 1-2, force components in eV/Å:
C 0.1990 0.0364 -0.0365
N 0.1172 0.5114 0.2209

As for the SMILES: CN[C@H]1CCC(=O)CC1=O. The LUMO energy is 0.68 eV. The value obtained for the energy relative to the best compared isomer or geometry (same formula, charge and spin) is 40.7 kcal per mole. For the HOMO-LUMO gap, the calculation gives 9.22 eV. The value obtained for the highest occupied orbital energy is -8.55 eV.

---

(3)
C39H53ClN2O13S | ωB97M-V with the def2-TZVPD basis set

Last column: Mulliken charge in e.
Cartesian coordinates (Å):
C: -4.58635 0.44582 -0.76323  -0.8409
C: -3.84209 -0.46995 -1.90968  0.0035
O: -2.38969 -0.19416 -2.05488  -0.3746
C: -1.74539 -1.26078 -2.89079  -0.4675
C: -1.04089 -2.35403 -1.85110  0.3144
O: -0.00235 -3.18915 -2.50799  -0.4125
C: 1.21605 -2.96332 -1.66102  0.2338
C: 2.47776 -2.06261 -2.28655  -0.4666
C: 3.86238 -1.75415 -1.40351  0.2320
C: 5.14731 -0.90492 -1.98790  0.0544
C: 6.25613 -1.54467 -2.99389  -0.3023
C: 7.44850 -0.62857 -3.54786  -0.1512
N: 7.81980 0.79066 -3.29293  -0.4273
C: 6.80754 1.31535 -2.33522  -0.1440
C: 5.51060 0.64986 -1.66967  -0.3697
C: 3.89248 -2.37527 0.13825  -0.4496
C: 2.64266 -3.25092 0.73698  0.4264
C: 1.25685 -3.61546 -0.12595  -0.1355
N: 0.16277 -4.46773 0.47714  -0.3034
C: -0.27824 -3.98795 1.84180  -0.3904
C: -1.88760 -3.77677 2.24542  0.8897
C: -3.13351 -4.07748 1.18329  -0.3215
C: -3.85710 -5.48634 1.72094  0.3235
C: -5.49576 -5.40269 1.69762  -0.9153
C: -3.32540 -6.78321 0.81503  -1.1754
C: -2.35332 -3.28911 3.75968  0.7271
C: -3.90120 -3.09940 4.26527  -0.5851
C: -4.76530 -1.96636 3.45428  0.4652
O: -4.27875 -0.98355 2.69213  -0.4718
Cl: -6.64593 -2.09167 3.57008  -0.1895
C: -1.16952 -2.97803 4.89351  -1.0725
C: 0.43211 -3.16181 4.56252  0.1673
C: 1.60819 -2.83740 5.68684  -0.6734
O: 1.67139 -1.34616 5.79547  -0.3902
C: 2.32376 -0.75931 4.61473  -0.1328
C: 1.26128 -0.00478 3.57389  -0.5482
C: 0.83659 -3.68317 3.05095  0.1851
S: 2.65134 -3.95177 2.51496  -0.2249
H: -4.61333 1.56948 -1.13748  0.3176
H: -4.06551 0.39142 0.29534  0.1634
H: -5.69843 0.03717 -0.61674  0.2334
H: -4.37142 -0.28614 -2.94107  0.2515
H: -3.96673 -1.59783 -1.56324  0.1096
H: -0.92430 -0.74732 -3.55442  0.2127
H: -2.56928 -1.80282 -3.55184  0.2743
H: -1.94696 -3.01361 -1.44723  -0.2629
H: -0.62950 -1.71891 -0.94454  0.2704
H: 2.45260 -1.62025 -3.39287  0.2993
H: 6.17573 -2.67653 -3.31186  0.2936
H: 8.19012 -1.17508 -4.31098  0.2658
H: 7.01433 2.44843 -2.01175  0.2815
H: 4.82020 1.27804 -0.95098  0.3015
H: 4.83189 -2.20846 0.81922  0.2865
H: -0.63271 -4.63897 -0.17587  0.4844
H: -3.89853 -3.18990 1.10181  -0.0008
H: -2.77142 -4.31544 0.09447  -0.0926
H: -3.51927 -5.67846 2.82449  0.2271
H: -5.88691 -6.52288 1.82943  0.3433
H: -5.82070 -4.81011 2.66424  0.1385
H: -5.94724 -4.87791 0.75387  0.2274
H: -3.75197 -6.77589 -0.27985  0.2595
H: -2.13949 -6.85267 0.78756  0.2647
H: -3.69233 -7.79194 1.32363  0.3735
H: -3.91194 -2.77419 5.41378  0.4304
H: -4.47350 -4.14409 4.24620  0.2522
H: -1.48197 -2.62668 5.96582  0.1554
H: 1.18616 -3.20421 6.73625  0.3081
H: 2.63882 -3.32811 5.42896  0.3088
H: 2.99401 -1.49615 3.99923  0.1176
H: 3.05162 0.11128 4.98106  0.3036
H: 1.73105 0.03437 2.47968  0.1774
H: 0.21536 -0.55960 3.51777  0.0516
H: 1.05882 1.11718 3.86872  0.2951
C: 4.49239 7.15296 0.45547  -0.6921
O: 5.33478 7.67555 -0.56991  -0.2424
C: 6.15506 6.75742 -1.14049  0.7051
O: 6.21795 5.57313 -0.85009  -0.5730
O: 6.89336 7.38543 -2.09017  -0.2260
C: 7.80859 6.53559 -2.77900  -0.6400
H: 3.88032 7.97303 0.84075  0.2399
H: 3.82457 6.38484 0.05229  0.3137
H: 5.09092 6.75313 1.28037  0.2787
H: 7.27329 5.74287 -3.31155  0.2984
H: 8.53977 6.11119 -2.08341  0.2848
H: 8.34500 7.14202 -3.51406  0.2049
C: 5.63216 10.26103 -2.22456  -0.5082
O: 4.68377 11.13969 -1.62238  -0.2574
C: 4.96992 12.45763 -1.77248  0.7210
O: 5.93622 12.91949 -2.35882  -0.5405
O: 3.99459 13.17266 -1.15699  -0.3113
C: 4.16599 14.58652 -1.23433  -0.6109
H: 5.30423 9.23388 -2.04289  0.1188
H: 5.67527 10.42245 -3.30652  0.3530
H: 6.62075 10.39178 -1.77270  0.2901
H: 4.15037 14.92082 -2.27671  0.2872
H: 5.09589 14.89019 -0.74277  0.2838
H: 3.33004 15.05740 -0.70967  0.2198
C: -9.58446 -2.83267 -1.07060  -0.5715
O: -10.16471 -3.81656 -1.92466  -0.2905
C: -9.46363 -4.97611 -1.99749  0.7754
O: -8.42149 -5.22217 -1.41076  -0.5346
O: -10.12302 -5.81444 -2.83639  -0.3200
C: -9.49560 -7.08345 -3.01049  -0.5971
H: -10.22735 -1.94839 -1.08804  0.2069
H: -9.53075 -3.19907 -0.04035  0.2774
H: -8.59228 -2.54415 -1.43240  0.2660
H: -9.43844 -7.61977 -2.05779  0.2834
H: -8.49992 -6.96485 -3.44997  0.2825
H: -10.10792 -7.67137 -3.69984  0.2150

Atoms 1-2, force components in eV/Å:
C 0.1844 0.1338 -0.2732
C -0.6545 -0.4803 0.8065

As for the SMILES: CCOCCOc1cc(-c2ccncc2)cc2c1Nc1c(CC(C)C)c(CC(=O)Cl)cc(COCC)c1S2.COC(=O)OC.COC(=O)OC.COC(=O)OC. The LUMO energy is -0.54 eV. For the HOMO-LUMO gap, the calculation gives 7.43 eV. The value obtained for the highest occupied orbital energy is -7.97 eV.

---

(4)
C16H14N4O6S | ωB97M-V with the def2-TZVPD basis set

Last column: Mulliken charge in e.
Cartesian coordinates (Å):
C: 2.93349 -4.15667 -2.08381  -0.9524
O: 1.92260 -4.03978 -1.10714  -0.4299
C: 1.09352 -2.99577 -1.12911  1.0955
C: 1.14113 -1.95898 -2.06913  -0.3293
C: 0.22099 -0.93548 -2.03948  -1.2076
C: -0.80708 -0.91156 -1.09603  0.5829
C: -1.73554 0.24543 -1.09572  0.4999
O: -1.42570 1.32490 -1.55977  -0.6182
N: -2.96454 -0.01483 -0.54030  -0.0917
C: -3.95887 0.86836 -0.17037  0.0719
S: -5.51576 0.35167 -0.11099  -0.4052
N: -3.65588 2.15250 0.12576  -0.2654
N: -2.39751 2.61804 0.48153  -0.2610
C: -1.61719 1.86500 1.33804  0.1150
O: -2.06555 0.92223 1.95445  -0.5873
C: -0.20635 2.30449 1.41605  0.3756
C: 0.20113 3.61180 1.16841  -0.5054
C: 1.53758 3.94876 1.24700  -0.6419
C: 2.49038 2.98280 1.56108  0.9889
O: 3.81045 3.26935 1.63277  -0.5405
C: 2.08458 1.67394 1.81738  -0.6704
C: 0.74903 1.34645 1.75424  -0.6107
C: -0.86405 -1.92178 -0.14660  -0.1673
C: 0.07504 -2.94154 -0.15379  -0.7414
N: -0.02694 -3.94787 0.87834  1.0343
O: 0.97075 -4.54592 1.20391  -0.5890
O: -1.12589 -4.11237 1.36423  -0.5996
H: 3.45030 -5.08519 -1.84943  0.2559
H: 3.64019 -3.32426 -2.02784  0.3734
H: 2.51112 -4.21760 -3.09097  0.3722
H: 1.90980 -1.95258 -2.82432  0.4234
H: 0.27636 -0.13117 -2.75720  0.4849
H: -3.24163 -0.98289 -0.43528  0.2497
H: -4.44126 2.69000 0.47919  0.2501
H: -1.90750 3.09107 -0.27260  0.3736
H: -0.52421 4.37901 0.94382  0.5198
H: 1.84953 4.96876 1.06516  0.2892
H: 3.96202 4.20568 1.45267  0.2828
H: 2.83201 0.93913 2.06924  0.4428
H: 0.42042 0.33961 1.96239  0.5334
H: -1.60097 -1.92276 0.64422  0.5989

Atoms 1-2, force components in eV/Å:
C 0.2353 0.0067 -0.2785
O -0.1798 0.0654 0.0828

As for the SMILES: COc1ccc(C(=O)NC(=S)NNC(=O)c2ccc(O)cc2)cc1[N+](=O)[O-]. The LUMO energy is -0.48 eV. The value obtained for the energy relative to the best compared isomer or geometry (same formula, charge and spin) is 0.0 kcal per mole. For the HOMO-LUMO gap, the calculation gives 8.13 eV. The value obtained for the highest occupied orbital energy is -8.61 eV.